Model one:
BrNO3 in the gas phase, computed with ωB97M-V/def2-TZVPD.

Atoms and positions in Å:
O  0.57182  -1.19406  -0.04997
N  0.78929  -0.05950  -0.01175
O  1.86514  0.49689  0.11392
O  -0.60850  0.65626  -0.13641
Br  -2.61775  0.10040  0.08422

The SMILES is O=[N+]([O-])OBr. The calculation puts the LUMO energy at -3.6 eV. For the HOMO energy, the calculation gives -11.365 eV. The calculation puts the HOMO-LUMO gap at 7.8078 eV.

---

Model two:
BrNO3 in the gas phase, computed with ωB97M-V/def2-TZVPD.

Atoms and positions in Å:
N  -1.32126  -0.53851  0.06698
O  -1.80731  0.35710  -0.55002
O  -0.24983  -0.98237  0.30718
O  1.62303  1.38755  0.15067
Br  1.75537  -0.22377  0.02519

The calculation puts the LUMO energy at -2.5 eV. For the HOMO energy, the calculation gives -9.172 eV. The calculation puts the HOMO-LUMO gap at 6.6534 eV.

---

Pick model one: it beats the second-best structure by 87.4 kJ/mol.

---

Model one:
A molecular structure, C30H25BN12O5STi, computed with ωB97M-V/def2-TZVPD.

Atoms and positions in Å:
Ti  -0.03315  -0.36820  -0.34216
C  1.46569  2.50643  2.58151
C  1.65411  1.75829  1.43855
N  0.53176  1.09401  1.10112
N  -0.38629  1.39449  2.07363
C  0.15688  2.25002  2.94870
B  -1.83366  0.89464  1.96059
N  -2.37841  1.35385  0.56724
C  -3.22942  2.31136  0.19048
C  -3.36465  2.28098  -1.18934
C  -2.51172  1.26927  -1.59124
N  -1.89751  0.72098  -0.53247
N  -1.81033  -0.68221  1.95557
C  -2.58370  -1.50687  2.66191
C  -2.15470  -2.81225  2.45503
C  -1.08375  -2.68941  1.58919
N  -0.86897  -1.39852  1.29144
N  -2.71242  1.30859  3.10671
C  -4.02819  1.65457  3.19345
C  -4.36394  1.71059  4.51813
C  -3.17625  1.36573  5.19338
N  -2.19547  1.11300  4.35117
H  2.15993  3.18774  3.03875
H  2.52381  1.71115  0.80436
H  -0.42285  2.62035  3.77542
H  -3.66803  2.98358  0.90662
H  -3.97106  2.92539  -1.79993
H  -2.28308  0.93510  -2.59204
H  -3.36962  -1.11972  3.28918
H  -2.55273  -3.70776  2.89691
H  -0.44527  -3.45593  1.17684
H  -4.65052  1.79253  2.32771
H  -5.32222  1.96400  4.93536
H  -3.00085  1.29330  6.25477
O  4.39300  -5.33973  -2.82906
N  3.25216  -5.75155  -2.78184
O  2.89371  -6.88407  -2.99720
C  2.20488  -4.76804  -2.40562
C  0.96980  -4.98623  -2.89082
C  -0.07820  -4.04498  -2.63600
C  -1.39739  -4.23113  -3.09586
C  -2.35275  -3.29728  -2.79702
C  -1.98628  -2.16614  -2.05780
N  -0.74733  -1.95404  -1.64230
C  0.19863  -2.89014  -1.90755
C  1.51355  -2.71386  -1.33004
N  1.68043  -1.65639  -0.49252
C  2.83938  -1.48363  0.11884
C  3.91753  -2.35353  -0.08161
C  3.76699  -3.42787  -0.91493
C  2.52985  -3.64263  -1.56891
H  0.77634  -5.87090  -3.48174
H  -1.64380  -5.11532  -3.67008
H  -3.37821  -3.41457  -3.11514
H  -2.71355  -1.40889  -1.79557
H  2.91222  -0.63893  0.79322
H  4.84845  -2.17343  0.43586
H  4.58562  -4.11326  -1.07198
N  0.83707  0.69032  -2.16708
C  1.31108  2.04422  -1.86863
C  2.68405  2.21694  -1.74487
C  3.17350  3.40533  -1.23184
C  2.29500  4.39497  -0.80548
C  0.93945  4.25256  -1.05922
C  0.43392  3.07846  -1.60448
S  2.93279  5.76012  0.18970
O  4.13829  6.14996  -0.50654
O  3.15131  5.07009  1.45382
O  1.84732  6.71737  0.19115
H  1.64566  0.17887  -2.51862
H  0.17485  0.67306  -2.94261
H  3.36392  1.42131  -2.04207
H  4.23609  3.57445  -1.10613
H  0.28744  5.07483  -0.79088
H  -0.63027  2.96466  -1.76709

Its net charge is +1. The calculation puts the LUMO energy (alpha / beta) at -5.1 / -5.1 eV. The expectation value of S² is 0.75. For the HOMO energy (alpha / beta), the calculation gives -9.637 / -9.637 eV. The spin multiplicity is 2. The calculation puts the HOMO-LUMO gap (alpha / beta) at 4.5749 / 4.5740 eV.

---

Model two:
A molecular structure, C30H25BN12O5STi, computed with ωB97M-V/def2-TZVPD.

Atoms and positions in Å:
Ti  -0.18600  -0.34290  -0.06570
C  -1.35880  -2.29100  3.43990
C  -0.79940  -2.35110  2.16550
N  -1.10250  -1.24510  1.48580
N  -1.84350  -0.46780  2.29200
C  -2.01760  -1.07910  3.47470
B  -2.44000  0.86870  1.79530
N  -1.26590  1.86890  1.63600
C  -1.09770  3.15360  1.98490
C  0.16940  3.55420  1.61050
C  0.72490  2.42640  1.01440
N  -0.15310  1.42110  1.02980
N  -2.93270  0.61010  0.34390
C  -4.16880  0.69630  -0.16400
C  -4.09780  0.47880  -1.52520
C  -2.74630  0.26490  -1.77210
N  -2.05170  0.33390  -0.63360
N  -3.59390  1.26320  2.67880
C  -3.93700  2.33930  3.43440
C  -5.18610  2.11850  3.95570
C  -5.54930  0.85160  3.47690
N  -4.59490  0.36100  2.72350
H  -1.29810  -3.01490  4.22580
H  -0.20980  -3.13920  1.72380
H  -2.59220  -0.63810  4.26360
H  -1.86350  3.73060  2.45460
H  0.61980  4.51480  1.75320
H  1.72510  2.29540  0.62880
H  -5.01830  0.89740  0.45400
H  -4.90410  0.47170  -2.22880
H  -2.26920  0.09520  -2.72340
H  -3.28870  3.17290  3.59490
H  -5.75830  2.77320  4.57610
H  -6.44890  0.30050  3.65340
O  4.36370  -5.02650  1.95070
N  4.10820  -5.11910  0.76600
O  4.52340  -5.99420  0.03800
C  3.21320  -4.15160  0.18040
C  2.64600  -4.48800  -1.02780
C  1.62710  -3.70730  -1.60690
C  0.98940  -4.03240  -2.82290
C  -0.13720  -3.31890  -3.17280
C  -0.61660  -2.31300  -2.33700
N  0.03250  -1.88700  -1.24080
C  1.16540  -2.56900  -0.89490
C  1.87890  -2.11780  0.24910
N  1.48190  -0.92320  0.78350
C  2.08800  -0.51590  1.91320
C  3.11620  -1.21770  2.51650
C  3.54730  -2.41600  1.97460
C  2.90750  -2.91200  0.82780
H  2.95230  -5.40790  -1.50640
H  1.37710  -4.82750  -3.43860
H  -0.67280  -3.55330  -4.07910
H  -1.56420  -1.84070  -2.56360
H  1.72560  0.40150  2.36390
H  3.57100  -0.83800  3.41690
H  4.33660  -2.97680  2.44240
N  0.62260  0.87580  -1.80400
C  1.51270  0.25160  -2.72770
C  1.08930  -0.03990  -4.02470
C  1.95290  -0.66060  -4.91610
C  3.22020  -0.94370  -4.48160
C  3.67940  -0.69030  -3.21580
C  2.81090  -0.06790  -2.32850
S  4.33130  -1.87440  -5.66660
O  4.00810  -1.24570  -6.91460
O  3.68730  -3.13980  -5.36880
O  5.62810  -1.64660  -5.10200
H  -0.19140  1.23780  -2.30810
H  1.08430  1.66600  -1.34650
H  0.09030  0.21440  -4.34910
H  1.66720  -0.90460  -5.92600
H  4.69250  -0.95320  -2.95950
H  3.14650  0.16330  -1.32460

Its net charge is +1. The calculation puts the LUMO energy (alpha / beta) at -5.0 / -5.0 eV. The expectation value of S² is 0.75. For the HOMO energy (alpha / beta), the calculation gives -10.030 / -10.029 eV. The spin multiplicity is 2. The calculation puts the HOMO-LUMO gap (alpha / beta) at 5.0714 / 5.0156 eV.

---

Pick model one: it beats the second-best structure by 121.6 kJ/mol.

---

Model one:
2 unconnected molecules or ions with the total composition C2H5O2, computed with ωB97M-V/def2-TZVPD.

Atoms and positions in Å:
O  2.05636  0.41833  0.19982
H  1.16063  0.12667  -0.18468
O  0.09468  -1.06057  -0.00241
C  -1.13502  -0.44789  -0.12619
C  -1.42158  0.92669  -0.10357
H  -1.86422  -1.11823  -0.57777
H  -0.63974  1.67555  0.01304
H  -2.38288  1.27315  -0.54294
H  1.85752  0.30804  1.09158

Its net charge is -1. The calculation puts the LUMO energy at 4.8 eV. For the HOMO energy, the calculation gives -2.849 eV. The calculation puts the HOMO-LUMO gap at 7.6962 eV.

---

Model two:
2 unconnected molecules or ions with the total composition C2H5O2, computed with ωB97M-V/def2-TZVPD.

Atoms and positions in Å:
O  -2.02708  -1.34798  0.34247
H  -2.40964  -1.16971  -0.51400
O  -0.54761  0.84541  0.75450
C  0.63618  0.91714  0.29791
C  1.35380  0.01031  -0.44812
H  1.18809  1.85202  0.53046
H  0.95746  -0.94503  -0.75679
H  2.35377  0.34378  -0.70428
H  -1.50496  -0.50594  0.49784

Its net charge is -1. The calculation puts the LUMO energy at 4.7 eV. For the HOMO energy, the calculation gives -2.525 eV. The calculation puts the HOMO-LUMO gap at 7.2074 eV.

---

Pick model two: it beats the second-best structure by 69.9 kJ/mol.

---

Model one:
C7H8N2 in the gas phase, computed with ωB97M-V/def2-TZVPD.

Atoms and positions in Å:
C  -0.97428  1.31809  -1.13485
C  -0.88798  0.23800  -0.26769
C  2.54208  -0.84288  -0.85884
C  0.27890  -0.52717  -0.31767
C  1.49717  0.29444  -0.70822
C  1.23116  -0.76487  -1.65122
C  -1.91522  -0.05716  0.69872
N  -0.04378  1.77765  -1.84128
N  0.47142  2.47141  -2.56492
H  -1.92747  1.85048  -1.39321
H  3.37622  -0.44046  -1.34092
H  2.79150  -1.43254  -0.02635
H  0.39865  -1.40278  0.40443
H  1.65972  1.32738  -0.58397
H  -1.88837  -1.09017  1.00246
H  -2.84266  0.13470  0.13368
H  -1.86966  0.53633  1.58120

The calculation puts the LUMO energy (alpha / beta) at -0.5 / -0.5 eV. For the HOMO energy (alpha / beta), the calculation gives -7.187 / -7.194 eV. The calculation puts the HOMO-LUMO gap (alpha / beta) at 6.7226 / 6.7325 eV.

---

Model two:
C7H8N2 in the gas phase, computed with ωB97M-V/def2-TZVPD.

Atoms and positions in Å:
C  -2.13002  -1.22274  0.07570
N  -1.21954  -0.00469  -0.35123
C  -1.32505  1.41252  -0.10752
C  -0.10654  1.98797  -0.04429
C  0.93630  0.95387  -0.24975
C  2.27802  0.72229  -0.05462
N  2.28165  -0.67997  -0.05019
C  1.16932  -1.27238  -0.12957
C  0.19441  -0.30553  -0.23527
H  -1.64238  -1.50845  1.10066
H  -2.25006  -2.09349  -0.58642
H  -3.11543  -0.68749  0.18534
H  -2.37232  1.87293  0.19658
H  0.11743  3.09195  0.05350
H  3.09044  1.30446  0.42145
H  3.13076  -1.28883  0.25921
H  0.96301  -2.28240  -0.48358

The SMILES is Cn1ccc2c[nH]cc21. The calculation puts the LUMO energy at 0.9 eV. For the HOMO energy, the calculation gives -7.233 eV. The calculation puts the HOMO-LUMO gap at 8.1732 eV.

---

Model three:
C7H8N2 in the gas phase, computed with ωB97M-V/def2-TZVPD.

Atoms and positions in Å:
H  -0.50740  -1.48348  -2.36907
N  -0.37451  -0.55612  -2.56219
C  -0.06344  0.08899  -1.50908
C  -0.07401  1.53656  -1.44822
C  0.14786  2.23742  -0.28406
C  0.42414  1.53318  0.98206
C  0.41808  0.19887  0.94095
N  0.19122  -0.44921  -0.27367
C  -0.11700  -1.78938  0.33140
C  0.17289  -1.17178  1.74328
H  -0.41197  2.09205  -2.37295
H  -0.14356  3.37438  -0.24233
H  0.49729  1.97569  2.01004
H  0.60126  -2.59386  0.09724
H  -1.16243  -2.00470  0.17802
H  1.02501  -1.81000  2.30123
H  -0.62343  -1.17861  2.47737

The SMILES is [H]/N=c1/cccc2n1CC2. The calculation puts the LUMO energy at 0.8 eV. For the HOMO energy, the calculation gives -7.802 eV. The calculation puts the HOMO-LUMO gap at 8.6176 eV.

---

Model four:
C7H8N2 in the gas phase, computed with ωB97M-V/def2-TZVPD.

Atoms and positions in Å:
H  -0.61369  3.11040  0.10444
N  0.16788  2.36298  0.42768
C  -0.25873  1.07742  0.40210
N  -1.49175  0.76114  0.21967
C  -1.59823  -0.34063  -0.59418
C  -0.27580  -1.12166  -0.36978
C  0.25087  -1.52906  1.13147
C  0.56438  -0.14864  0.26983
C  1.92368  0.09314  -0.06040
C  2.98632  0.41269  -0.40251
H  -2.17142  1.57576  -0.17863
H  -1.54389  -0.44456  -1.71671
H  -2.50134  -0.73065  -0.42751
H  0.03505  -1.74265  -1.26687
H  -0.49882  -1.41834  1.86350
H  0.87623  -2.41308  0.99276
H  4.14926  0.49572  -0.39488

The SMILES is [H]/N=C1\NC[C@@H]2C[C@]12C#C. The calculation puts the LUMO energy at 0.7 eV. For the HOMO energy, the calculation gives -8.992 eV. The calculation puts the HOMO-LUMO gap at 9.6720 eV.

---

Pick model three: it beats the second-best structure by 79.6 kJ/mol.

---

Model one:
2 unconnected molecules or ions with the total composition C3H7N2OSe, computed with ωB97M-V/def2-TZVPD.

Atoms and positions in Å:
C  -1.16553  -1.74463  -0.05436
C  -2.37142  -0.80497  -0.15155
C  0.06592  0.28442  0.30735
N  0.04599  -1.07848  0.13254
N  1.29057  0.84032  -0.45559
O  -1.30842  -2.94808  -0.02843
Se  -1.62085  1.06070  -0.06438
H  -2.87272  -1.03420  -1.02530
H  -3.00219  -0.93791  0.62313
H  0.82083  0.96814  2.08069
H  0.64667  -1.76174  0.56751
H  1.02574  1.50886  -1.25800
H  1.66560  -0.00034  -0.79573
H  1.95795  1.36449  0.16514

Its net charge is +1. The calculation puts the LUMO energy (alpha / beta) at -5.4 / -5.2 eV. For the HOMO energy (alpha / beta), the calculation gives -13.599 / -13.211 eV. The calculation puts the HOMO-LUMO gap (alpha / beta) at 8.2308 / 8.0527 eV.

---

Model two:
A gas-phase ion, C3H7N2OSe (charge +1), computed with ωB97M-V/def2-TZVPD.

Atoms and positions in Å:
N  0.57015  1.34850  -0.22162
C  -0.04341  0.37541  0.89276
N  0.50799  -0.85092  0.72366
C  -0.05898  -1.94132  0.06825
O  0.52788  -2.97617  0.06079
C  -1.42389  -1.67386  -0.52761
Se  -2.00648  0.11288  0.07796
H  1.54842  1.46809  0.14259
H  0.14198  2.19672  -0.15568
H  0.60791  1.01072  -1.29415
H  0.11002  0.96675  1.92512
H  1.22210  -1.23069  1.36657
H  -1.32389  -1.71118  -1.63927
H  -2.08121  -2.42449  -0.02226

The SMILES is [NH3+][C@@H]1NC(=O)C[Se]1. Its net charge is +1. The calculation puts the LUMO energy at -4.0 eV. For the HOMO energy, the calculation gives -13.476 eV. The calculation puts the HOMO-LUMO gap at 9.4720 eV.

---

Pick model two: it beats the second-best structure by 296.1 kJ/mol.